The following is a quantum chemistry calculation of C7H5LiO3Tb as an isolated structure, from the Open Molecules 2025 dataset.

Atoms and positions in Å:
O 1.8770 -3.4016 0.6083
C 1.4022 -2.3053 0.5581
C 0.7253 -1.2218 0.6010
C 0.9076 0.1379 0.0383
C 1.2606 1.1617 1.1144
O 1.5265 2.3383 0.9420
Tb -1.2474 -2.0202 2.2449
H 1.7948 0.1595 -0.6276
H 1.4545 0.7172 2.1116
C -2.3250 -0.4936 -0.5448
C -1.4314 0.1671 -1.2911
C -0.1819 0.8140 -0.8546
O 0.0726 1.9089 -1.3566
Li 1.1996 3.2563 -0.6969
H -2.1698 -0.6779 0.5159
H -3.2471 -0.8535 -1.0047
H -1.6181 0.3127 -2.3582

Cartesian forces, eV/Å:
-0.760 1.844 0.052
0.788 -1.958 -0.193
-1.372 0.435 0.552
-0.154 0.400 -0.348
1.306 0.061 0.566
-0.471 -0.277 -0.217
0.977 -0.437 0.130
-0.254 0.139 0.088
-0.374 0.096 -0.147
0.510 0.292 -0.799
-0.495 -0.618 0.131
0.491 -0.333 -0.461
0.038 -0.170 0.392
-0.029 -0.148 0.061
-0.357 0.523 -0.462
0.241 0.031 0.323
-0.084 0.120 0.331

Summary:
highest occupied orbital energy (spin up / spin down) = -0.427 / -0.321 Eh
frontier orbital gap (spin up / spin down) = 7.39 / 4.48 eV
total charge = +1
spin multiplicity = 7
E_LUMO (spin up / spin down) = -4.24 / -4.26 eV
ΔE to the lowest compared entry with this formula, charge and spin = 0.000 eV

***

The following is a quantum chemistry calculation of an isolated ion of composition C7H5N2O and charge -1, from the Open Molecules 2025 dataset.

Atoms and positions in Å:
C -2.7747 0.5898 -0.0764
C 2.1634 0.1336 0.0991
C 1.3198 1.2724 -0.0410
C 1.7020 -1.1437 0.1600
C -0.0353 1.1476 -0.1634
C 0.3045 -1.2773 0.1645
C -0.5126 -0.1824 0.0013
N -3.5552 1.4349 -0.1307
N -2.0701 -0.4601 0.1350
O -2.5975 -1.6846 0.0479
H 3.1736 0.2081 0.0237
H 1.6696 2.3166 -0.1472
H 2.3417 -1.9221 0.1849
H -0.8162 1.8313 -0.3911
H -0.3131 -2.2644 0.1333

Cartesian forces, eV/Å:
-2.796 1.490 0.168
-2.557 3.048 -0.483
3.523 0.309 0.092
-1.948 0.828 -0.120
-3.822 -1.946 0.155
-3.937 -1.835 -0.405
-0.801 -1.823 0.847
-0.262 0.789 -0.309
4.611 -3.921 -0.852
0.852 2.781 0.302
2.969 0.867 0.068
0.528 -0.846 0.155
1.863 -2.567 0.113
0.195 1.270 -0.149
1.583 1.556 0.419

Summary:
highest occupied orbital energy (spin up / spin down) = 0.012 / -0.167 Eh
frontier orbital gap (spin up / spin down) = 3.82 / 6.81 eV
total charge = -1
spin multiplicity = 3
E_LUMO (spin up / spin down) = 4.15 / 2.27 eV
ΔE to the lowest compared entry with this formula, charge and spin = 3.102 eV

***

no.,total energy (Eh)
1,-1327.070714
2,-454.320196